# 1
{
  "formula": "C13H16FN2O2Ru",
  "method": "the ωB97M-V functional and the def2-TZVPD basis",
  "elements": ["Ru", "N", "N", "C", "O", "O", "H", "H", "H", "C", "C", "C", "C", "C", "C", "H", "H", "H", "H", "H", "H", "H", "H", "H", "F", "C", "C", "C", "C", "C", "C", "H", "H", "H", "H"],
  "positions_angstrom": [[-0.325, -1.098, -0.222], [-0.128, -0.412, 1.660], [-1.149, -1.054, 2.403], [-2.306, -1.280, 1.662], [-3.362, -1.559, 2.125], [-2.075, -1.182, 0.317], [0.778, -0.641, 2.055], [-0.246, 0.604, 1.625], [-1.268, -0.786, 3.370], [0.310, 3.920, 0.768], [0.121, 3.439, -0.678], [-1.237, 3.923, -1.218], [1.255, 3.960, -1.571], [0.113, 1.966, -0.688], [0.055, 0.749, -0.687], [0.352, 5.010, 0.784], [1.241, 3.541, 1.193], [-0.527, 3.607, 1.396], [-1.239, 5.014, -1.242], [-2.056, 3.588, -0.581], [-1.410, 3.555, -2.229], [1.238, 5.051, -1.572], [1.134, 3.613, -2.597], [2.228, 3.631, -1.206], [1.237, -6.484, -1.347], [0.980, -5.270, -0.886], [1.039, -5.091, 0.512], [0.794, -3.863, 1.067], [0.430, -2.843, 0.174], [0.401, -3.042, -1.182], [0.672, -4.273, -1.779], [1.281, -5.949, 1.125], [0.837, -3.715, 2.138], [0.187, -2.167, -1.845], [0.648, -4.461, -2.843]],
  "homo_lumo_gap_ev": 7.36,
  "homo_energy_ev": -12.90,
  "lumo_ha": -0.204,
  "e_above_lowest_kcal_mol": 20.2,
  "molar_mass_g_mol": 352.4,
  "charge": 1
}

---

# 2
{
  "formula": "C13H16N2O2S",
  "method": "the ωB97M-V functional and the def2-TZVPD basis",
  "elements": ["C", "O", "C", "O", "C", "C", "C", "C", "N", "C", "S", "N", "C", "C", "C", "C", "C", "C", "H", "H", "H", "H", "H", "H", "H", "H", "H", "H", "H", "H", "H", "H", "H", "H"],
  "positions_angstrom": [[5.727, -1.831, 2.735], [4.686, -1.676, 1.783], [3.444, -1.585, 2.288], [3.211, -1.629, 3.473], [2.414, -1.426, 1.241], [1.076, -1.372, 1.628], [0.075, -1.214, 0.694], [0.396, -1.095, -0.662], [-0.560, -0.942, -1.655], [-1.818, -0.404, -1.618], [-2.798, -0.666, -2.923], [-2.177, 0.312, -0.537], [-3.426, 1.037, -0.444], [-3.237, 2.517, -0.687], [-3.095, 3.013, -2.095], [-4.342, 3.307, -1.321], [1.737, -1.186, -1.050], [2.733, -1.345, -0.114], [5.579, -2.746, 3.313], [5.744, -0.982, 3.421], [6.653, -1.884, 2.167], [0.839, -1.469, 2.676], [-0.956, -1.233, 1.009], [-0.306, -1.283, -2.573], [-1.441, 0.612, 0.087], [-4.100, 0.616, -1.193], [-3.846, 0.865, 0.554], [-2.648, 3.014, 0.076], [-2.405, 3.819, -2.291], [-3.153, 2.285, -2.890], [-4.511, 4.316, -0.977], [-5.244, 2.783, -1.594], [1.985, -1.125, -2.100], [3.765, -1.405, -0.421]],
  "smiles": "COC(=O)c1ccc(NC(=S)NCC2CC2)cc1",
  "homo_lumo_gap_ev": 8.46,
  "homo_energy_ev": -8.27,
  "lumo_ha": 0.007,
  "e_above_lowest_kcal_mol": 35.3,
  "molar_mass_g_mol": 264.3,
  "charge": 0
}

---

What did the second record say?
{
  "formula": "C13H16N2O2S",
  "method": "the ωB97M-V functional and the def2-TZVPD basis",
  "elements": ["C", "O", "C", "O", "C", "C", "C", "C", "N", "C", "S", "N", "C", "C", "C", "C", "C", "C", "H", "H", "H", "H", "H", "H", "H", "H", "H", "H", "H", "H", "H", "H", "H", "H"],
  "positions_angstrom": [[5.727, -1.831, 2.735], [4.686, -1.676, 1.783], [3.444, -1.585, 2.288], [3.211, -1.629, 3.473], [2.414, -1.426, 1.241], [1.076, -1.372, 1.628], [0.075, -1.214, 0.694], [0.396, -1.095, -0.662], [-0.560, -0.942, -1.655], [-1.818, -0.404, -1.618], [-2.798, -0.666, -2.923], [-2.177, 0.312, -0.537], [-3.426, 1.037, -0.444], [-3.237, 2.517, -0.687], [-3.095, 3.013, -2.095], [-4.342, 3.307, -1.321], [1.737, -1.186, -1.050], [2.733, -1.345, -0.114], [5.579, -2.746, 3.313], [5.744, -0.982, 3.421], [6.653, -1.884, 2.167], [0.839, -1.469, 2.676], [-0.956, -1.233, 1.009], [-0.306, -1.283, -2.573], [-1.441, 0.612, 0.087], [-4.100, 0.616, -1.193], [-3.846, 0.865, 0.554], [-2.648, 3.014, 0.076], [-2.405, 3.819, -2.291], [-3.153, 2.285, -2.890], [-4.511, 4.316, -0.977], [-5.244, 2.783, -1.594], [1.985, -1.125, -2.100], [3.765, -1.405, -0.421]],
  "smiles": "COC(=O)c1ccc(NC(=S)NCC2CC2)cc1",
  "homo_lumo_gap_ev": 8.46,
  "homo_energy_ev": -8.27,
  "lumo_ha": 0.007,
  "e_above_lowest_kcal_mol": 35.3,
  "molar_mass_g_mol": 264.3,
  "charge": 0
}